C9H16N2S | the ωB97M-V functional and the def2-TZVPD basis

Last column: Mulliken charge in e.
CARTESIAN COORDINATES (ANGSTROEM)
C1 2.27542 -1.00684 0.43640  -1.232
C2 0.81982 -1.11254 0.08233  0.850
C3 0.29771 -2.49841 -0.12900  -1.408
N1 0.62473 -0.23646 -1.08136  -0.432
C4 -0.55964 0.61789 -1.01348  1.230
C5 -1.94163 0.01194 -1.34469  -1.979
C6 -0.27584 1.70354 -1.93940  -0.316
N2 0.17424 2.39363 -2.72807  -0.593
C7 -0.44626 1.14663 0.45449  1.092
C8 0.84349 2.05150 0.67919  -1.652
C9 -1.63674 1.84870 1.00821  -1.381
S1 -0.08407 -0.29554 1.46706  -0.141
H1 2.53464 0.06603 0.75533  0.275
H2 2.78977 -1.18266 -0.57472  0.341
H3 2.69745 -1.85459 1.12007  0.313
H4 -0.68286 -2.51772 -0.70035  0.260
H5 0.36971 -2.82948 0.91770  0.397
H6 0.98368 -3.05357 -0.67314  0.456
H7 0.60788 -0.73612 -2.01129  0.379
H8 -2.37163 -0.53921 -0.49866  0.431
H9 -1.73023 -0.71031 -2.05421  0.595
H10 -2.61787 0.77341 -1.92161  0.318
H11 1.31336 1.76574 1.61593  0.393
H12 0.83889 3.13626 0.50869  0.393
H13 1.50430 1.63940 -0.15987  0.424
H14 -1.55262 1.77538 2.16359  0.362
H15 -2.66825 1.41357 0.81395  0.294
H16 -1.54850 2.88289 0.63471  0.331

SMILES: CC1(C)N[C@](C)(C#N)C(C)(C)S1
Energy above the lowest of the compared OMol25 structures with the same formula, charge and spin, kJ/mol: 137.4

---

C27H42AlN4O7P2S | the ωB97M-V functional and the def2-TZVPD basis

Last column: Mulliken charge in e.
CARTESIAN COORDINATES (ANGSTROEM)
Al1 2.01994 0.89258 -0.72644  -3.018
N1 -1.80663 2.62697 -3.02897  -0.514
C1 -0.75454 2.79633 -2.13616  0.274
S1 -1.10585 3.56350 -0.62562  -0.469
N2 0.38751 2.36598 -2.58044  -1.320
N3 1.46970 2.47956 -1.70790  1.457
C2 2.13511 3.57137 -1.73655  -0.263
C3 3.33007 3.84003 -0.95862  1.002
C4 3.98769 5.05822 -1.15345  -0.691
C5 5.11672 5.39450 -0.43776  -0.743
C6 5.60473 4.48834 0.50666  -0.295
C7 4.97314 3.28307 0.72466  -0.780
C8 3.82377 2.92328 -0.00042  0.311
O1 3.23836 1.77571 0.24306  -0.221
H1 -2.69471 2.67708 -2.55767  0.302
H2 -1.69863 1.78260 -3.57458  0.336
H3 1.77064 4.35139 -2.40333  0.328
H4 3.58306 5.74597 -1.88815  0.356
H5 5.61419 6.34054 -0.60404  0.374
H6 6.49188 4.73347 1.07898  0.363
H7 5.34400 2.57486 1.45436  0.406
C9 1.48551 -2.26106 1.70612  -0.633
C10 1.00300 -1.21817 2.68805  0.606
C11 0.83550 -1.73724 4.09860  -1.611
O2 -0.32539 -0.75352 2.25965  -0.038
P1 -0.45662 0.56582 1.41064  0.407
O3 0.67863 0.74603 0.47846  1.489
C12 -2.06289 0.42867 0.66572  0.241
P2 -2.32551 -0.68567 -0.73239  0.641
O4 -1.76717 -0.26591 -2.01136  -0.875
O5 -3.92646 -0.76679 -0.81747  -0.409
C13 -4.73824 -1.30446 0.23917  0.999
C14 -5.59435 -0.18709 0.80742  -1.214
C15 -5.57781 -2.42016 -0.35268  -1.605
O6 -1.85393 -2.08222 -0.15447  -0.080
C16 -1.59380 -3.16891 -1.11138  0.559
C17 -0.12936 -3.17028 -1.48073  -1.063
C18 -2.03373 -4.44459 -0.42617  -1.587
O7 -0.43614 1.77543 2.40631  -0.341
C19 -1.38317 2.25783 3.38074  0.415
C20 -2.48142 3.05810 2.71057  -0.959
C21 -1.90203 1.14494 4.27318  -0.971
H8 2.45992 -2.63513 2.02783  0.497
H9 1.60731 -1.83478 0.70272  -0.309
H10 0.78052 -3.09649 1.68362  0.210
H11 1.68295 -0.36179 2.68217  0.327
H12 0.09533 -2.53921 4.11462  0.279
H13 0.51637 -0.94891 4.78108  0.373
H14 1.78620 -2.13601 4.45405  0.429
H15 -2.26947 1.43285 0.25399  0.176
H16 -2.76372 0.19765 1.46917  -0.078
H17 -4.08571 -1.71761 1.01580  0.228
H18 -6.23324 0.22329 0.02437  0.342
H19 -4.97857 0.62310 1.19909  0.137
H20 -6.22535 -0.56324 1.61418  0.369
H21 -6.21221 -2.02360 -1.14667  0.356
H22 -6.21248 -2.86930 0.41338  0.371
H23 -4.94108 -3.19429 -0.77815  0.306
H24 -2.20785 -2.98019 -1.99684  0.518
H25 0.47254 -3.48332 -0.62740  0.027
H26 0.22147 -2.18181 -1.78247  0.076
H27 0.04578 -3.87478 -2.29640  0.535
H28 -1.44734 -4.59204 0.48245  0.252
H29 -1.86157 -5.29467 -1.08784  0.409
H30 -3.09031 -4.41876 -0.15728  0.339
H31 -0.77431 2.93427 3.98238  0.397
H32 -3.19739 2.41434 2.19812  0.008
H33 -2.06093 3.74446 1.97675  0.193
H34 -3.02117 3.62512 3.47095  0.511
H35 -2.51996 0.43326 3.72259  0.164
H36 -2.51793 1.58459 5.06000  0.506
H37 -1.08397 0.59642 4.73694  0.048
N4 2.27522 -0.70139 -1.31494  0.156
C22 2.87322 -1.37605 -2.30031  0.123
C23 3.26077 -2.73989 -2.13174  0.006
C24 3.85526 -3.47893 -3.13853  -0.605
C25 4.10684 -2.92651 -4.39181  -0.524
C26 3.73604 -1.59749 -4.59781  -0.513
C27 3.14130 -0.84947 -3.59999  -0.347
H38 3.08352 -3.19060 -1.15962  0.210
H39 4.13156 -4.51144 -2.94178  0.316
H40 4.57354 -3.50700 -5.17815  0.339
H41 3.91212 -1.13590 -5.56509  0.341
H42 2.84202 0.17520 -3.79908  0.334

Net charge: -1
Energy above the lowest of the compared OMol25 structures with the same formula, charge and spin, kJ/mol: 39.1

---

C18H32AlN5O3P | the ωB97M-V functional and the def2-TZVPD basis

Last column: Mulliken charge in e.
CARTESIAN COORDINATES (ANGSTROEM)
Al1 0.10244 0.76461 0.04923  -1.524
C1 -2.35392 0.08542 3.55664  -1.913
C2 -1.66148 0.14570 2.24587  0.552
N1 -0.54462 0.70894 1.97030  0.414
C3 0.16529 1.67306 2.80572  -0.623
C4 -0.06147 2.99533 2.06584  -0.883
N2 0.20642 2.81858 0.59312  0.106
C5 1.49106 3.43685 0.14023  -0.732
C6 2.57339 2.37534 0.10629  -0.758
N3 2.04803 1.17970 -0.60453  0.091
C7 2.07934 1.28677 -2.10132  -0.887
C8 0.70748 1.64052 -2.68480  -0.591
N4 -0.30721 0.93605 -1.90567  0.447
C9 -1.33001 0.32425 -2.37946  0.583
C10 -1.73919 0.19880 -3.79850  -1.831
C11 -2.18959 -0.29063 -1.30674  0.738
C12 -3.34780 -1.03003 -1.46353  -0.664
C13 -3.99627 -1.47653 -0.31278  -0.855
C14 -3.49701 -1.16421 0.95054  -0.783
C15 -2.33871 -0.40950 1.02030  0.929
N5 -1.72696 -0.01579 -0.09240  0.674
H1 -1.81137 0.57911 4.35587  0.423
H2 -3.34621 0.53641 3.47166  0.392
H3 -2.50835 -0.95796 3.84584  0.453
H4 -0.18149 1.73594 3.83331  0.737
H5 1.22452 1.40649 2.81998  0.060
H6 -1.10477 3.28544 2.18247  0.369
H7 0.55292 3.79289 2.47929  0.440
H8 -0.53778 3.30928 0.10372  0.355
H9 1.34041 3.86684 -0.84876  0.305
H10 1.77990 4.25167 0.80170  0.518
H11 3.47250 2.75768 -0.37635  0.560
H12 2.84808 2.06999 1.11790  0.332
H13 2.66154 0.40498 -0.35970  0.322
H14 2.81584 2.02834 -2.40949  0.491
H15 2.39434 0.32125 -2.48908  0.359
H16 0.50815 2.71062 -2.59720  0.080
H17 0.69051 1.39579 -3.74324  0.634
H18 -1.03457 0.63744 -4.49630  0.415
H19 -1.87891 -0.85462 -4.05307  0.430
H20 -2.70844 0.68574 -3.94294  0.414
H21 -3.75369 -1.24765 -2.44256  0.596
H22 -4.90550 -2.05774 -0.40174  0.504
H23 -4.00979 -1.49125 1.84552  0.591
C16 -0.67552 -3.61389 0.40892  -0.765
O1 0.48163 -2.88675 0.88867  -0.411
P1 1.06065 -1.56928 0.24893  1.156
O2 1.23749 -1.81379 -1.31495  -0.076
C17 1.98876 -2.94824 -1.85228  -0.861
O3 2.51262 -1.51622 0.85029  -0.416
C18 3.12538 -2.34235 1.89430  -0.704
H24 -0.40709 -4.66550 0.38785  0.366
H25 -0.95675 -3.28827 -0.59338  0.315
H26 -1.49680 -3.46757 1.10532  0.270
H27 1.90476 -2.89168 -2.93168  0.296
H28 1.56340 -3.88409 -1.49610  0.341
H29 3.03090 -2.87476 -1.54990  0.327
H30 2.85141 -1.94562 2.86743  0.309
H31 4.19657 -2.27100 1.74362  0.284
H32 2.79551 -3.37087 1.79179  0.296

Net charge: +3

---

Number 1: lowest unoccupied orbital energy 0.0233 Eh, orbital gap 0.3450 Ha, DFT total energy -23406.1504 eV. Number 2: lowest unoccupied orbital energy 0.0793 Eh, orbital gap 0.1845 Ha, DFT total energy -84994.3742 eV. Number 3: lowest unoccupied orbital energy -0.3712 Eh, orbital gap 0.3195 Ha, DFT total energy -48644.8856 eV.